An isolated molecule of C18H20ClFN4O2. Source: the OMol25 dataset; level of theory: ωB97M-V with the def2-TZVPD basis set.

As for the energy above the lowest of the compared OMol25 structures with the same formula, charge and spin: 34.7 kJ/mol. The calculation puts the frontier orbital gap at 8.5 eV. The SMILES is COc1cc/c(=N\C(=O)CC2CN(Cc3ccc(F)c(C)c3Cl)C2)[nH]n1. As for the HOMO energy: -8.464 eV. For the lowest unoccupied orbital energy, the calculation gives 0.06 eV.

```
46
Properties=species:S:1:pos:R:3:forces:R:3:lowdin_charge:R:1
C -6.47367 -2.26380 -0.10706 -0.050 -0.045 -0.011 -0.07
O -5.77102 -1.02892 -0.00042 0.090 0.035 0.016 -0.06
C -4.43690 -1.12160 0.14525 0.054 -0.042 0.000 -0.37
C -3.72893 0.12621 0.27342 0.126 0.036 0.022 0.05
C -2.39615 0.10294 0.41449 -0.215 0.026 0.059 0.04
C -1.68487 -1.16969 0.42737 0.205 0.090 0.143 -0.31
N -0.42346 -1.35799 0.55841 -0.003 0.191 -0.255 0.17
C 0.49733 -0.30981 0.55081 -0.156 -0.103 0.075 -0.49
O 0.97362 0.15655 1.56028 -0.047 0.034 0.033 0.08
C 0.93731 0.18410 -0.81876 0.142 -0.148 -0.009 -0.08
C 0.12257 1.38804 -1.25695 -0.035 0.022 -0.051 -0.27
C 0.20291 2.67120 -0.40395 0.075 -0.053 -0.066 -0.13
N 0.24160 3.45188 -1.65013 -0.156 -0.025 -0.002 -0.13
C 1.06907 4.63719 -1.67602 0.090 0.087 0.065 -0.18
C 0.99718 5.30488 -3.02491 0.029 -0.055 -0.037 -0.23
C -0.14917 6.02116 -3.35167 -0.064 0.038 -0.001 -0.03
C -0.30386 6.62102 -4.58569 -0.045 0.009 0.034 0.00
C 0.71395 6.49032 -5.50652 0.035 0.001 -0.059 -0.24
F 0.55866 7.07728 -6.71368 -0.017 0.007 0.017 0.06
C 1.88239 5.79091 -5.26028 0.013 0.008 0.001 -0.22
C 2.95996 5.67717 -6.29697 0.018 -0.004 -0.018 -0.06
C 1.98820 5.20562 -3.99588 -0.067 0.026 -0.001 -0.52
Cl 3.44626 4.31279 -3.66385 0.083 -0.032 0.022 0.74
C 0.67322 2.26117 -2.40361 0.066 -0.013 0.074 -0.12
N -2.50722 -2.25683 0.31969 -0.025 -0.089 -0.014 0.07
N -3.85303 -2.26274 0.17610 -0.097 -0.023 0.001 0.13
H -7.52025 -1.99606 -0.21386 0.003 -0.003 0.000 0.09
H -6.13345 -2.82687 -0.97643 0.003 0.004 0.008 0.09
H -6.32428 -2.87040 0.78632 0.006 0.004 -0.005 0.09
H -4.28994 1.05046 0.26866 -0.029 -0.012 -0.007 0.13
H -1.82890 1.01410 0.54420 -0.003 -0.069 0.042 0.10
H 1.98773 0.46862 -0.73466 -0.012 0.016 -0.001 0.12
H 0.84839 -0.61975 -1.55125 0.001 0.012 -0.008 0.12
H -0.91343 1.11082 -1.45618 0.040 0.037 -0.052 0.13
H -0.61895 2.91847 0.27155 -0.005 0.005 0.005 0.11
H 1.14573 2.69992 0.15907 0.000 0.029 0.003 0.13
H 0.67184 5.32520 -0.92466 0.027 0.008 -0.005 0.13
H 2.11217 4.42343 -1.40185 -0.037 -0.029 -0.012 0.10
H -0.93902 6.09896 -2.61507 0.009 -0.014 0.009 0.12
H -1.19152 7.18291 -4.84099 0.011 -0.003 -0.016 0.12
H 3.16197 4.63095 -6.52893 0.000 0.002 0.001 0.08
H 2.67123 6.18816 -7.21061 -0.002 0.004 -0.003 0.08
H 3.89179 6.11128 -5.93242 -0.001 -0.004 0.002 0.08
H 1.76627 2.17063 -2.46797 -0.005 0.032 -0.007 0.10
H 0.24284 2.16052 -3.40046 -0.021 -0.017 0.008 0.12
H -2.07800 -3.16792 0.34378 -0.033 0.019 -0.001 0.15
```
Forces are in eV/Å.